Record 1
{"formula": "C25H46Cl2O6SeSi3Sr", "method": "ωB97M-V/def2-TZVPD", "species": ["Sr", "Se", "Cl", "Cl", "Si", "Si", "Si", "O", "O", "O", "O", "O", "O", "C", "C", "C", "C", "C", "C", "C", "C", "C", "C", "C", "C", "C", "C", "C", "C", "C", "C", "C", "C", "C", "C", "C", "C", "C", "H", "H", "H", "H", "H", "H", "H", "H", "H", "H", "H", "H", "H", "H", "H", "H", "H", "H", "H", "H", "H", "H", "H", "H", "H", "H", "H", "H", "H", "H", "H", "H", "H", "H", "H", "H", "H", "H", "H", "H", "H", "H", "H", "H", "H", "H"], "coordinates": [[-0.242, -0.434, -0.395], [-1.512, -3.206, -1.123], [-1.293, -4.804, 3.843], [0.838, -3.119, 2.734], [0.725, 2.028, 2.206], [-2.073, 1.095, 3.166], [-1.822, 3.747, 1.638], [-0.707, -4.446, -0.420], [1.191, 0.456, 1.660], [-2.784, -3.700, -1.990], [2.344, -0.707, -1.119], [-1.949, -2.116, 0.079], [-0.443, -2.281, -2.006], [1.744, 3.183, 1.109], [1.561, 2.177, 3.904], [-2.973, 1.994, 4.586], [-1.040, 2.174, 2.120], [2.923, 0.513, -1.560], [-5.128, 2.161, -2.491], [3.178, -1.842, -1.323], [-3.453, 0.187, 2.255], [-3.260, 0.829, -1.773], [2.443, -3.094, -0.907], [-1.077, 4.695, 0.185], [-0.637, 3.664, -3.406], [-0.842, -3.676, 2.538], [-1.982, 3.868, -3.502], [2.913, 0.647, -3.073], [-2.331, 1.782, -2.277], [-1.782, 5.057, 3.029], [-4.612, 1.003, -1.872], [-0.914, 1.566, -2.115], [-4.276, 3.093, -3.012], [2.461, -0.061, 1.994], [-2.870, 2.923, -2.931], [-3.653, 3.572, 1.198], [-1.098, -0.263, 4.060], [-0.130, 2.537, -2.712], [-2.268, 2.516, 5.238], [-1.760, 5.514, -0.065], [0.955, 2.482, -2.642], [3.271, 1.639, -3.358], [-6.201, 2.306, -2.556], [-0.904, -4.171, 1.569], [-1.489, -2.810, 2.591], [3.264, 0.630, 1.709], [-4.117, -0.312, 2.969], [-4.074, 4.547, 0.936], [1.238, 3.122, 4.349], [-2.891, -0.083, -1.311], [2.782, 2.840, 1.062], [-2.387, 4.739, -4.009], [-4.238, 3.169, 2.027], [-3.787, 2.907, 0.343], [1.343, 3.221, 0.094], [-3.683, 2.733, 4.209], [2.616, -0.998, 1.462], [-4.054, 0.880, 1.661], [-3.084, -0.581, 1.571], [3.944, 0.591, -1.159], [-1.788, -1.022, 4.442], [1.262, 1.375, 4.580], [2.331, 1.309, -1.104], [1.897, 0.530, -3.448], [2.157, -3.059, 0.144], [-0.110, 5.135, 0.434], [2.654, 2.187, 3.847], [-0.742, 5.295, 3.277], [-4.664, 3.981, -3.501], [-0.540, 0.131, 4.912], [1.754, 4.203, 1.500], [-0.387, -0.759, 3.396], [-3.532, 1.273, 5.190], [-2.264, 4.707, 3.942], [3.090, -3.963, -1.043], [-2.273, 5.983, 2.712], [3.458, -1.905, -2.379], [3.555, -0.094, -3.549], [1.534, -3.232, -1.491], [-0.962, 4.074, -0.703], [2.533, -0.253, 3.069], [4.102, -1.698, -0.740], [-5.283, 0.253, -1.472], [0.050, 4.384, -3.842]], "forces_ev_per_angstrom": [[0.024, 0.520, 0.059], [-0.126, -0.222, 0.036], [-0.008, 0.002, -0.001], [0.011, -0.025, 0.002], [-0.180, 0.005, 0.012], [0.041, -0.023, 0.023], [0.049, -0.009, 0.023], [-0.028, 0.111, -0.046], [0.015, -0.037, -0.154], [0.087, 0.119, 0.043], [-0.092, -0.030, 0.034], [0.027, -0.145, 0.016], [-0.026, -0.182, 0.005], [-0.034, -0.036, 0.007], [0.033, -0.004, -0.032], [-0.008, -0.017, -0.039], [0.052, -0.042, -0.078], [0.019, 0.004, -0.007], [-0.031, -0.030, 0.019], [0.011, -0.052, -0.037], [-0.041, 0.031, -0.036], [0.010, 0.010, 0.024], [0.033, -0.024, -0.002], [-0.064, -0.028, 0.029], [-0.001, -0.006, 0.005], [0.054, 0.009, -0.065], [-0.028, 0.013, -0.024], [0.020, -0.002, 0.016], [-0.009, -0.093, 0.029], [0.020, -0.007, -0.065], [-0.017, 0.036, 0.014], [0.133, 0.050, 0.016], [0.027, 0.016, -0.012], [-0.010, 0.029, 0.064], [-0.028, 0.034, -0.021], [0.000, -0.021, 0.039], [-0.002, 0.021, -0.067], [0.002, 0.034, 0.025], [0.047, 0.001, 0.014], [0.001, 0.017, -0.011], [0.053, -0.015, 0.013], [0.002, 0.008, 0.004], [-0.003, 0.004, -0.003], [-0.034, -0.030, 0.020], [-0.006, -0.010, 0.006], [0.011, 0.000, 0.011], [-0.011, 0.008, 0.026], [0.021, 0.033, -0.004], [-0.001, 0.020, 0.017], [-0.008, -0.003, 0.014], [0.016, -0.006, 0.009], [-0.003, 0.006, 0.004], [-0.032, -0.004, 0.009], [0.005, -0.030, -0.065], [-0.021, 0.005, -0.045], [-0.037, 0.037, 0.004], [0.008, -0.056, -0.022], [-0.014, -0.015, 0.000], [0.079, -0.032, -0.038], [-0.019, 0.003, -0.010], [-0.018, -0.017, 0.012], [-0.019, -0.018, 0.029], [-0.027, 0.026, -0.007], [-0.020, -0.007, -0.001], [-0.025, 0.014, 0.069], [0.044, 0.011, -0.023], [0.014, 0.003, -0.002], [0.023, 0.012, 0.009], [-0.005, 0.010, -0.002], [0.019, 0.006, 0.021], [-0.005, 0.030, 0.018], [-0.006, 0.016, 0.047], [-0.004, -0.014, 0.015], [-0.036, -0.040, 0.045], [0.027, 0.002, -0.010], [-0.005, 0.024, 0.002], [-0.003, -0.004, 0.013], [0.008, 0.012, -0.012], [0.026, 0.029, 0.014], [0.020, -0.030, -0.013], [0.019, -0.008, -0.018], [-0.033, 0.004, -0.011], [0.000, -0.010, -0.003], [0.011, -0.002, 0.001]], "energy_ev": -153821.7845, "e_lumo_ev": 4.214, "e_above_lowest_kcal_mol": 0.0, "charge": -2, "orbital_gap_ev": 6.3216}


Record 2
{"formula": "C25H46FN3O14", "method": "ωB97M-V/def2-TZVPD", "species": ["F", "O", "O", "O", "O", "O", "O", "O", "O", "O", "O", "O", "O", "O", "O", "N", "N", "N", "C", "C", "C", "C", "C", "C", "C", "C", "C", "C", "C", "C", "C", "C", "C", "C", "C", "C", "C", "C", "C", "C", "C", "C", "C", "H", "H", "H", "H", "H", "H", "H", "H", "H", "H", "H", "H", "H", "H", "H", "H", "H", "H", "H", "H", "H", "H", "H", "H", "H", "H", "H", "H", "H", "H", "H", "H", "H", "H", "H", "H", "H", "H", "H", "H", "H", "H", "H", "H", "H", "H"], "coordinates": [[-6.044, 3.142, 36.887], [-3.968, 7.529, 37.177], [-6.048, 3.362, 30.628], [2.068, 0.584, 35.204], [2.602, -5.508, 34.646], [-9.773, 2.137, 34.532], [-3.102, -3.327, 36.221], [2.813, 2.548, 34.638], [-2.753, 0.071, 34.841], [-4.080, 2.262, 31.303], [-1.180, -2.307, 36.908], [-3.150, 5.571, 38.006], [1.924, -4.482, 36.462], [-7.641, 1.391, 33.921], [-2.618, 1.290, 36.594], [-2.127, 0.608, 35.739], [2.663, 1.626, 35.453], [1.994, -4.596, 35.274], [-3.595, 6.803, 38.117], [-1.865, 3.082, 32.088], [-6.033, -0.109, 34.893], [-2.895, 4.994, 36.717], [-3.768, 7.242, 39.600], [-5.427, 2.344, 30.937], [-6.781, 3.338, 39.063], [-3.243, 3.455, 31.452], [-2.399, -2.464, 37.010], [-6.951, 2.867, 40.370], [-6.085, 1.860, 40.691], [-5.987, 2.705, 38.144], [-1.581, 4.232, 36.931], [-3.156, -1.837, 38.182], [1.513, -3.421, 34.479], [-7.532, 0.239, 34.677], [-2.248, -3.324, 33.917], [-5.203, 1.614, 38.487], [-5.229, 1.182, 39.771], [-5.998, 0.960, 30.658], [-0.682, 0.422, 35.652], [3.103, 1.891, 36.838], [-2.559, -4.139, 35.193], [-8.659, 2.220, 34.000], [-8.342, 3.448, 33.248], [-3.695, 4.305, 31.965], [-5.560, -0.324, 33.934], [-1.681, -4.650, 35.589], [-3.955, 8.311, 39.497], [-1.076, 3.957, 36.006], [-7.366, 3.808, 33.573], [-8.969, 4.336, 33.339], [4.186, 2.020, 36.861], [-4.165, -1.527, 37.911], [-1.437, -2.671, 34.240], [-2.817, 5.861, 36.060], [2.784, 2.840, 37.267], [-7.633, 3.389, 41.024], [-4.592, 6.675, 40.036], [-2.105, -3.916, 33.012], [-0.953, 5.009, 37.367], [-0.469, -0.563, 35.238], [-3.034, 3.760, 30.427], [-5.489, 0.674, 35.422], [-8.071, 0.448, 35.601], [-0.400, 1.191, 34.933], [-7.047, 1.063, 30.933], [-4.584, 0.385, 40.111], [-1.687, 3.453, 37.686], [-6.248, 1.317, 41.611], [-0.227, 0.602, 36.627], [-1.744, 2.073, 31.692], [-5.497, 0.334, 31.396], [-5.762, 0.606, 29.654], [-3.291, -2.585, 38.963], [-2.745, -0.998, 38.744], [1.265, -3.580, 33.430], [2.854, 1.073, 37.513], [-4.563, 1.008, 37.864], [-3.678, 4.294, 36.426], [-3.308, -4.913, 35.025], [-3.056, -2.605, 33.780], [-5.933, -1.006, 35.504], [2.323, -2.709, 34.636], [-3.017, 7.006, 40.354], [0.669, -2.929, 34.962], [-1.174, 3.840, 31.719], [-1.805, 3.010, 33.174], [-8.022, -0.626, 34.229], [-7.390, 4.194, 38.813], [-8.175, 3.308, 32.180]], "forces_ev_per_angstrom": [[0.277, -0.575, 1.554], [1.208, -1.997, 2.191], [1.810, -1.606, 1.467], [0.813, 0.471, 0.346], [-1.708, 1.933, 1.469], [2.598, -1.471, -0.041], [-0.998, 1.918, 1.905], [0.057, -1.494, 1.237], [-0.288, 0.149, 0.362], [-1.413, 0.648, 0.712], [-2.049, -0.083, -0.258], [-0.204, -1.051, 0.644], [-0.203, -0.369, 0.699], [0.758, 0.192, -0.931], [-0.518, 0.743, 1.293], [-0.197, -1.509, -1.773], [-1.076, 1.535, -1.206], [1.520, -1.303, -2.472], [-1.548, 2.443, -0.634], [-1.732, -0.350, -0.790], [-0.943, 0.150, 0.029], [0.874, -0.148, 0.004], [-0.027, -0.179, -1.013], [0.365, 1.526, -2.309], [-2.707, 1.602, 2.840], [0.483, -0.031, -0.187], [2.617, -0.756, -0.299], [0.860, 1.652, -2.384], [-0.601, -2.479, 1.536], [0.634, -0.085, -2.923], [0.075, 1.547, 0.081], [-1.283, -0.381, -0.027], [-0.174, 0.908, 0.300], [0.482, -1.393, 1.602], [-0.494, 0.508, 1.667], [1.333, -1.894, 0.197], [-0.012, 1.250, -0.097], [0.699, 0.755, 1.864], [0.722, 0.432, 0.090], [1.152, -0.156, 1.217], [0.715, -0.456, -0.848], [-3.724, 1.987, -0.011], [1.500, 1.672, -0.824], [-0.590, -0.363, 0.028], [0.101, 0.213, 0.072], [0.220, 0.103, -0.101], [-0.209, -0.168, 0.623], [-0.325, -0.486, 0.047], [0.303, -0.078, 0.073], [-0.634, -0.686, 0.364], [0.084, -0.326, -0.452], [-0.138, -0.223, -0.311], [0.504, -0.198, -0.768], [0.010, -0.497, -0.522], [-0.706, -0.029, -0.695], [0.045, -0.342, 0.212], [-0.642, 0.344, -0.388], [0.312, 0.079, 0.278], [0.412, -0.171, 0.119], [-0.108, 0.264, 0.251], [-0.017, 0.227, 0.038], [0.004, 0.199, -0.288], [0.123, -0.335, 0.378], [0.346, -0.054, 0.049], [-0.057, -0.447, -0.586], [-0.163, -0.115, -0.010], [0.011, -0.194, -0.449], [0.301, 0.330, 0.556], [-0.099, -0.116, -0.226], [0.969, 0.096, -0.073], [-0.189, -0.524, -0.210], [-0.287, 0.258, 0.071], [-0.007, -0.420, -0.213], [0.932, 0.003, -0.826], [0.528, -0.541, 0.250], [-0.194, -0.030, -0.440], [-0.082, 0.642, -0.950], [-0.353, 0.385, 0.008], [-0.111, 0.205, 0.001], [-0.321, -0.256, -0.295], [-0.202, -0.151, -0.029], [0.145, -0.018, -0.535], [0.755, 0.179, -0.714], [-0.089, -0.593, 0.351], [0.323, -0.454, 0.045], [-0.389, 0.229, 0.026], [-0.152, 0.162, -0.333], [0.113, 0.076, -0.646], [-0.136, -0.433, -0.056]], "s2": 0.766, "energy_ev": -62504.7984, "e_lumo_ev": [-4.412, -8.689], "spin_multiplicity": 2, "charge": 1, "orbital_gap_ev": [7.6208, 3.3439]}